{
  "formula": "C36H69I2NO7PSi4TeTl",
  "method": "ωB97M-V/def2-TZVPD",
  "species": ["Tl", "O", "C", "O", "C", "C", "C", "N", "C", "C", "C", "O", "O", "H", "H", "H", "O", "H", "H", "I", "I", "O", "C", "C", "O", "H", "H", "H", "H", "C", "Si", "C", "C", "Si", "Te", "Si", "C", "C", "C", "Si", "C", "C", "C", "H", "H", "H", "H", "H", "H", "H", "H", "H", "H", "H", "H", "H", "H", "H", "H", "H", "H", "H", "H", "H", "H", "H", "H", "H", "H", "H", "C", "C", "C", "C", "C", "C", "P", "C", "C", "C", "C", "C", "C", "C", "C", "C", "C", "C", "C", "H", "H", "H", "H", "H", "H", "H", "H", "H", "H", "H", "H", "H", "H", "H", "H", "H", "H", "H", "H", "H", "H", "H", "H", "H", "H", "H", "H", "H", "H", "H", "H", "H"],
  "coordinates": [[0.1436, 0.6138, -0.2480], [-0.6771, 0.6369, -7.6569], [-1.3295, 1.3885, -6.9153], [-2.1369, 2.2974, -7.1884], [-1.1034, 1.1814, -5.3819], [-1.3891, 2.2227, -4.5051], [-1.1561, 2.0588, -3.1537], [-0.7202, 0.9105, -2.6346], [-0.4794, -0.1132, -3.4587], [-0.6248, -0.0018, -4.8341], [-0.0750, -1.4304, -2.8137], [0.2152, -2.3845, -3.5215], [-0.1119, -1.4617, -1.5236], [-1.7880, 3.1455, -4.9025], [-1.3202, 2.8629, -2.4467], [-0.3538, -0.8414, -5.4578], [0.5710, 1.2878, 2.6899], [1.5296, 1.1864, 2.6438], [0.3914, 2.2080, 2.4491], [2.7391, 1.5492, -0.0134], [5.6229, 2.5497, 0.7306], [-1.1503, 3.8843, -0.2529], [-0.7223, 3.2736, 0.6220], [-2.9195, -3.0207, -1.1574], [-2.6481, -1.7299, -0.6519], [-2.1339, -3.7337, -0.8795], [-2.9996, -3.0206, -2.2506], [-3.8669, -3.3654, -0.7385], [-1.7375, -1.5195, -0.9530], [-5.5680, 0.7285, 3.2755], [-5.4895, 2.4288, 2.4244], [-7.2776, 3.0889, 2.4899], [-4.4905, 3.5476, 3.5959], [-4.4805, 2.2617, 0.2744], [-2.3606, 1.2698, 1.2281], [-5.6881, 0.7101, -1.0293], [-7.4843, 1.3526, -1.0951], [-5.7745, -0.9995, -0.2177], [-5.0729, 0.4795, -2.8034], [-4.4835, 4.4212, -0.7119], [-3.5266, 5.7970, 0.1871], [-6.2813, 5.0571, -0.6107], [-4.0776, 4.4714, -2.5618], [-5.8260, 0.8003, 4.3335], [-4.5998, 0.2327, 3.1966], [-6.3068, 0.0856, 2.7944], [-7.6591, 3.1148, 3.5119], [-7.9461, 2.4593, 1.9020], [-7.3441, 4.0990, 2.0869], [-4.9043, 3.5694, 4.6055], [-4.4539, 4.5743, 3.2271], [-3.4634, 3.1865, 3.6614], [-7.8851, 1.4683, -0.0871], [-8.1485, 0.6799, -1.6408], [-7.5355, 2.3288, -1.5788], [-6.3031, -0.9735, 0.7363], [-4.7604, -1.3479, -0.0249], [-6.2677, -1.7334, -0.8579], [-5.0891, 1.4120, -3.3686], [-5.6730, -0.2495, -3.3506], [-4.0422, 0.1203, -2.8006], [-3.9007, 5.9226, 1.2052], [-3.6348, 6.7511, -0.3318], [-2.4652, 5.5787, 0.2533], [-6.6223, 5.1229, 0.4222], [-6.9741, 4.4053, -1.1431], [-6.3626, 6.0533, -1.0493], [-3.0309, 4.2459, -2.7596], [-4.2913, 5.4547, -2.9841], [-4.6747, 3.7409, -3.1094], [4.4554, -2.0166, 4.9374], [3.1898, -1.1975, 5.1739], [2.0919, -1.6048, 4.1758], [2.6786, -2.0522, 2.8241], [3.9653, -1.2640, 2.5625], [5.0544, -1.6763, 3.5630], [1.4484, -1.8082, 1.4242], [2.0469, -2.9901, 0.0955], [2.6261, -4.3547, 0.5281], [4.1303, -4.4340, 0.2764], [4.4238, -4.3391, -1.2247], [3.5343, -3.2747, -1.8973], [3.0013, -2.2745, -0.8756], [-0.0938, -2.7170, 1.9819], [0.0286, -4.1391, 2.5584], [-1.2054, -4.4981, 3.4059], [-2.4642, -3.8972, 2.7828], [-2.4099, -2.3574, 2.8249], [-0.9621, -1.8675, 2.9178], [4.1999, -3.0798, 4.9862], [5.1874, -1.8229, 5.7252], [3.4334, -0.1377, 5.0667], [2.8260, -1.3467, 6.1936], [1.4120, -0.7636, 4.0234], [1.5098, -2.4258, 4.6021], [2.9395, -3.1143, 2.8754], [3.7600, -0.1949, 2.6538], [4.3309, -1.4218, 1.5490], [5.7706, -0.8574, 3.6555], [5.5989, -2.5458, 3.1842], [1.1285, -3.1621, -0.4738], [2.1453, -5.1478, -0.0537], [2.4201, -4.5676, 1.5764], [4.5245, -5.3739, 0.6753], [4.6340, -3.6229, 0.8091], [4.2488, -5.3129, -1.6907], [5.4802, -4.0973, -1.3677], [2.6748, -3.7381, -2.3877], [4.0995, -2.7479, -2.6678], [2.4452, -1.4977, -1.4002], [3.8354, -1.7977, -0.3569], [-0.6384, -2.7722, 1.0292], [0.9210, -4.2376, 3.1833], [0.1172, -4.8567, 1.7394], [-1.0903, -4.1209, 4.4259], [-1.2974, -5.5857, 3.4743], [-3.3567, -4.2625, 3.2967], [-2.5274, -4.2354, 1.7447], [-2.9806, -1.9772, 3.6769], [-2.8594, -1.9545, 1.9154], [-0.6025, -1.9510, 3.9444], [-0.9048, -0.8143, 2.6437]],
  "forces_ev_per_a": [[-0.49, -0.52, -0.63], [0.03, -0.13, 0.04], [0.02, -0.03, 0.22], [-0.02, 0.06, 0.01], [-0.06, 0.16, -0.21], [-0.02, -0.05, 0.03], [0.02, 0.02, 0.00], [0.08, 0.05, 0.28], [0.00, 0.04, -0.01], [0.08, -0.12, 0.02], [0.00, -0.13, -0.29], [0.01, 0.11, 0.05], [0.08, 0.41, 0.66], [-0.01, 0.01, -0.03], [0.00, 0.01, -0.02], [-0.09, 0.03, -0.07], [-0.13, 0.01, 0.42], [0.01, 0.12, -0.19], [0.09, -0.04, -0.08], [0.07, 0.31, -0.11], [0.05, -0.07, 0.04], [0.34, -0.44, 0.46], [0.63, 1.69, -0.61], [0.07, -0.06, -0.08], [0.05, -0.16, -0.07], [-0.02, -0.03, -0.01], [-0.01, -0.03, 0.01], [0.00, 0.02, 0.01], [-0.16, 0.00, 0.05], [0.13, 0.09, -0.38], [-0.33, -0.07, 0.91], [0.22, -0.01, -0.36], [0.10, -0.06, -0.44], [0.25, -0.16, 0.06], [-0.52, -0.89, 0.07], [-0.64, -0.52, -0.33], [0.26, 0.10, 0.00], [0.25, 0.31, 0.19], [0.20, 0.25, 0.32], [-0.30, 0.87, -0.27], [0.09, -0.42, 0.08], [0.09, -0.36, 0.05], [0.12, -0.27, 0.31], [-0.04, 0.18, 0.03], [0.02, -0.08, 0.02], [-0.02, -0.03, -0.03], [0.13, -0.07, 0.11], [-0.06, -0.01, -0.02], [-0.05, 0.04, 0.01], [-0.16, -0.10, -0.02], [0.01, 0.05, -0.02], [0.06, 0.01, 0.01], [-0.01, 0.00, 0.04], [0.07, -0.12, -0.05], [-0.03, 0.04, -0.04], [-0.06, 0.05, 0.02], [0.05, 0.01, 0.03], [-0.06, 0.10, -0.14], [0.01, 0.04, -0.03], [-0.11, -0.04, 0.11], [0.07, -0.02, 0.02], [-0.06, 0.00, 0.02], [-0.15, -0.02, -0.11], [-0.01, 0.08, 0.02], [0.00, 0.02, 0.03], [-0.06, -0.02, -0.01], [0.13, 0.05, -0.06], [0.04, -0.01, -0.02], [-0.04, 0.09, 0.11], [-0.01, -0.04, -0.02], [0.01, 0.16, 0.02], [0.03, -0.19, 0.02], [0.10, 0.01, 0.00], [-0.22, 0.24, -0.31], [0.08, -0.17, 0.00], [-0.08, -0.01, 0.06], [-0.13, -1.01, 0.14], [0.01, 0.28, 0.10], [0.16, 0.03, 0.11], [-0.07, -0.19, -0.07], [-0.01, 0.11, 0.09], [0.09, 0.03, 0.05], [-0.17, -0.16, -0.22], [0.27, 0.26, 0.05], [-0.11, 0.02, 0.09], [-0.09, -0.10, -0.19], [0.04, 0.02, 0.14], [0.03, -0.07, 0.03], [-0.14, 0.00, -0.23], [0.02, -0.02, 0.03], [0.01, -0.08, 0.01], [-0.04, 0.03, 0.02], [-0.01, 0.10, 0.01], [-0.08, -0.03, 0.05], [-0.07, 0.05, -0.01], [-0.04, -0.01, 0.01], [0.01, 0.04, -0.09], [-0.01, 0.13, -0.02], [0.05, -0.02, 0.00], [0.04, 0.03, -0.05], [0.02, 0.05, 0.02], [-0.05, -0.03, 0.03], [-0.04, -0.06, -0.04], [0.04, 0.05, 0.04], [0.02, -0.01, 0.04], [0.05, -0.02, 0.01], [0.01, -0.03, -0.04], [0.01, 0.01, -0.05], [-0.06, -0.03, -0.06], [0.07, 0.09, 0.10], [-0.03, 0.10, -0.03], [-0.01, 0.01, 0.01], [0.05, -0.01, -0.07], [0.08, -0.01, 0.03], [0.01, -0.02, 0.02], [0.03, 0.00, 0.07], [-0.03, -0.02, -0.07], [-0.06, -0.03, -0.02], [-0.03, 0.00, 0.00], [-0.04, 0.09, 0.04], [0.04, 0.05, 0.01], [0.01, 0.03, 0.10]],
  "mulliken_charge": [0.773, -0.726, 0.373, -0.724, 0.370, -0.892, -0.011, 0.300, 0.741, -0.918, -0.475, -0.792, -0.038, 0.455, 0.237, 0.586, -0.443, 0.141, 0.346, -0.124, -0.642, -0.308, -0.407, -1.004, 0.958, 0.227, 0.277, 0.309, -0.670, -0.623, 0.235, -1.158, -1.068, 0.347, -0.354, 0.638, -1.151, -0.300, -0.800, 0.885, -1.126, -1.155, -0.931, 0.426, -0.166, 0.287, 0.400, 0.307, 0.316, 0.392, 0.276, 0.242, 0.182, 0.377, 0.227, 0.329, -0.577, 0.432, 0.303, 0.412, -0.035, 0.290, 0.387, 0.235, 0.192, 0.248, 0.382, 0.046, 0.468, 0.296, -0.766, -0.995, -0.557, 1.276, -0.352, -0.930, -0.837, 0.596, -0.905, -0.697, -0.872, -0.978, -0.324, 2.079, -0.773, -1.025, -0.738, 0.531, -0.862, 0.286, 0.471, 0.333, 0.517, -0.031, 0.085, 0.385, 0.245, -0.277, 0.500, 0.228, 0.392, 0.448, 0.364, 0.498, -0.030, 0.355, 0.344, 0.303, 0.517, -0.008, 0.199, -0.681, 0.045, 0.329, 0.325, 0.562, 0.573, 0.155, 0.426, -0.709, 0.256, -0.312],
  "total_charge": -2,
  "e_tot_ev": -123270.3229,
  "de_lowest_kcal_mol": 33.63,
  "homo_lumo_gap_ev": 5.446
}